Record 1
The following is a quantum chemistry calculation of C40H61CoGe2N4O2S3Sb as an isolated structure at a distorted geometry, from the OMol25 dataset.

Structure (XYZ):
```
114
Properties=species:S:1:pos:R:3:forces:R:3:lowdin_charge:R:1
Co 0.092 -0.654 0.763 -0.1 0.0 0.7 0.36
O -4.622 0.555 -1.762 0.6 -0.6 -0.3 0.05
C -4.015 -0.434 -2.479 -0.2 0.3 0.7 -0.25
C -4.602 -0.815 -3.679 -0.5 0.4 0.1 -0.01
C -4.038 -1.783 -4.473 -0.3 0.1 0.1 -0.07
C -2.897 -2.443 -4.064 0.3 -0.1 -0.1 -0.08
C -2.319 -2.096 -2.869 0.1 0.0 0.2 -0.04
C -2.848 -1.096 -2.051 0.0 0.1 0.2 -0.09
C -2.089 -0.749 -0.825 -0.9 1.0 0.3 -0.45
O -1.019 -1.409 -0.574 0.9 -0.5 -0.2 -0.19
N -2.507 0.247 -0.061 -0.1 0.0 -0.7 0.03
N -1.607 0.576 0.945 0.4 0.0 0.4 -0.15
C -1.948 1.591 1.668 -0.5 -0.2 -1.1 -0.91
S -0.942 2.292 2.897 0.1 0.0 0.2 0.92
C -2.258 3.357 3.552 -0.1 -0.3 0.2 -0.49
C -3.074 3.852 2.389 0.5 0.4 -0.4 -0.51
S -3.446 2.444 1.309 0.1 0.0 0.2 0.98
H -4.026 0.741 -1.006 -0.1 0.1 0.1 0.04
H -5.532 -0.332 -3.961 0.2 0.0 0.0 0.13
H -4.509 -2.020 -5.405 -0.1 -0.2 -0.3 0.11
H -2.460 -3.197 -4.692 0.1 -0.2 -0.1 0.10
H -1.424 -2.593 -2.541 0.2 0.0 0.0 0.08
H -1.804 4.171 4.098 0.3 0.2 0.1 0.08
H -2.879 2.805 4.254 0.0 -0.2 0.0 0.08
H -2.504 4.621 1.837 -0.3 -0.4 0.1 0.08
H -3.997 4.291 2.737 -0.3 0.1 0.0 0.08
S 1.665 0.062 2.294 -0.2 0.0 0.0 0.70
C 3.240 -0.275 1.708 -0.1 0.6 -0.2 -0.77
N 3.812 -1.462 1.708 -0.6 -0.4 -0.1 0.05
C 5.203 -1.414 1.330 0.8 -0.5 0.2 -0.11
C 5.382 0.042 0.866 -0.3 0.4 -0.1 -0.09
N 4.092 0.639 1.258 0.0 -0.3 0.3 0.05
H 3.340 -2.231 2.147 0.1 -0.3 0.0 0.14
H 5.448 -2.124 0.538 -0.2 0.1 0.0 0.13
H 5.808 -1.680 2.203 0.1 0.2 -0.1 0.13
H 5.517 0.106 -0.218 -0.1 0.0 0.2 0.10
H 6.203 0.563 1.349 0.1 -0.1 0.1 0.13
H 3.849 1.615 1.287 0.1 0.0 -0.3 0.12
C -1.272 -4.729 -0.655 0.4 -0.1 0.0 -0.23
Ge -0.653 -4.551 1.193 0.4 -0.8 -0.1 0.71
C 1.341 -4.778 1.155 -0.8 -0.1 -0.1 -0.23
C -1.487 -5.972 2.305 0.2 0.5 -0.6 -0.23
Ge -1.247 -2.496 2.281 0.4 0.8 -0.2 1.00
C -3.061 -1.909 2.146 0.1 -0.3 -0.2 -0.36
C -3.820 -2.476 1.127 -0.1 -0.2 -0.1 -0.13
C -5.148 -2.125 0.979 -0.7 0.2 0.2 -0.06
C -5.713 -1.167 1.826 0.2 -0.2 -0.4 -0.05
C -4.933 -0.558 2.794 -0.5 0.0 -0.1 -0.09
C -3.633 -0.956 2.973 0.3 -0.1 0.1 -0.12
C -0.395 -2.185 3.983 -0.4 0.1 -0.7 -0.38
C -0.499 -0.980 4.660 -0.2 0.0 0.1 -0.17
C 0.103 -0.840 5.887 0.1 0.5 0.2 -0.07
C 0.871 -1.867 6.407 -0.1 0.0 -0.2 -0.07
C 1.012 -3.051 5.711 -0.1 0.1 -0.1 -0.07
C 0.367 -3.211 4.500 0.1 -0.4 -0.1 -0.13
H -1.012 -5.747 -0.959 -0.1 0.1 0.0 0.03
H -0.737 -4.028 -1.295 0.0 -0.1 0.1 0.00
H -2.334 -4.582 -0.807 -0.2 0.0 0.1 0.02
H 1.551 -5.752 0.710 0.0 0.0 -0.1 0.02
H 1.764 -4.792 2.155 0.1 0.2 0.1 0.00
H 1.801 -4.018 0.523 0.0 0.1 0.1 0.01
H -1.397 -6.914 1.772 0.0 -0.2 0.0 0.02
H -2.539 -5.739 2.436 -0.1 0.0 0.1 0.02
H -1.005 -6.038 3.270 0.1 -0.1 0.2 0.01
H -3.374 -3.200 0.445 -0.1 0.1 0.1 0.08
H -5.778 -2.594 0.230 0.2 0.0 0.0 0.11
H -6.752 -0.891 1.717 0.0 0.0 -0.1 0.11
H -5.341 0.230 3.401 -0.2 0.1 0.2 0.11
H -3.068 -0.525 3.772 0.3 0.2 0.3 0.09
H -1.038 -0.140 4.249 -0.1 0.0 -0.1 0.04
H 0.004 0.108 6.408 0.1 -0.1 0.1 0.11
H 1.369 -1.740 7.340 0.3 0.1 0.6 0.10
H 1.615 -3.845 6.092 0.3 -0.4 0.3 0.10
H 0.449 -4.145 3.949 0.1 0.0 0.2 0.07
C 4.469 1.270 -3.056 0.3 0.2 -0.6 -0.14
C 3.764 2.571 -2.648 -0.2 0.1 -0.3 -0.69
C 3.638 3.541 -3.849 0.2 0.0 0.2 -0.09
C 4.560 3.246 -1.528 0.3 0.0 0.1 -0.14
Sb 1.904 1.867 -1.740 -0.2 0.0 -0.1 1.60
C 1.024 3.713 -0.953 0.3 -0.1 0.3 -0.68
C -0.495 3.496 -0.816 0.5 0.5 0.3 -0.13
C 1.675 3.727 0.462 -0.7 0.6 -0.4 -0.16
C 1.321 5.000 -1.728 0.2 -0.2 0.2 -0.10
C 0.736 1.172 -3.455 0.0 -0.2 -0.3 -0.67
C -0.756 1.462 -3.202 0.1 -0.3 -0.9 -0.11
C 1.007 -0.358 -3.377 -0.5 0.5 0.0 -0.15
C 1.164 1.720 -4.837 -0.6 -0.8 0.3 -0.11
H 5.473 1.504 -3.456 -0.2 -0.2 0.2 0.09
H 3.940 0.698 -3.836 0.1 0.4 0.2 0.07
H 4.569 0.593 -2.208 0.1 0.0 0.1 0.04
H 4.630 3.875 -4.155 0.3 0.0 0.1 0.09
H 3.069 4.447 -3.626 0.1 -0.2 0.1 0.06
H 3.203 3.099 -4.737 0.0 -0.2 0.1 0.05
H 5.592 3.444 -1.847 -0.1 0.1 -0.1 0.09
H 4.657 2.606 -0.649 -0.1 -0.2 0.1 0.04
H 4.120 4.182 -1.169 0.1 -0.1 -0.3 0.06
H -0.728 2.485 -0.471 -0.1 0.2 0.0 0.03
H -0.992 3.683 -1.764 -0.1 -0.1 0.1 0.07
H -0.901 4.212 -0.081 0.1 -0.1 -0.1 0.08
H 1.466 2.799 0.990 0.0 -0.1 0.1 0.00
H 1.222 4.540 1.038 0.0 0.1 0.1 0.08
H 2.749 3.916 0.456 0.0 -0.1 -0.1 0.05
H 0.865 4.968 -2.714 -0.1 0.0 -0.2 0.08
H 2.390 5.190 -1.870 -0.2 -0.1 0.1 0.05
H 0.930 5.878 -1.211 -0.2 0.0 0.2 0.09
H -1.059 1.284 -2.187 -0.1 -0.3 0.5 0.03
H -1.398 0.836 -3.856 0.3 0.1 0.2 0.10
H -1.028 2.495 -3.401 0.2 0.1 -0.2 0.07
H 0.635 -0.776 -2.433 0.0 0.1 -0.1 0.04
H 2.076 -0.563 -3.422 0.0 -0.2 -0.2 0.05
H 0.472 -0.882 -4.179 0.2 0.0 -0.1 0.09
H 1.041 2.794 -4.901 0.1 0.2 0.0 0.07
H 0.532 1.280 -5.619 -0.2 0.0 0.1 0.09
H 2.169 1.418 -5.119 0.2 0.1 0.2 0.06
```
Positions in Å, forces in eV/Å.

Results
E_HOMO (alpha / beta) = -10.0 / -9.8 eV
⟨S²⟩ = 2.387
Spin multiplicity = 3
Frontier orbital gap (alpha / beta) = 0.2378 / 0.2527 hartree
Net charge = +1


Record 2
The following is a quantum chemistry calculation of C3H9NO as an isolated structure at a distorted geometry, from the OMol25 dataset.

Structure (XYZ):
```
14
Properties=species:S:1:pos:R:3:forces:R:3:nbo_charge:R:1
C -0.078 0.624 0.537 2.1 6.9 2.1 -0.18
C 0.143 -1.565 -0.375 2.4 1.3 -0.8 -0.51
C -1.379 0.999 -0.117 -0.1 -0.3 0.0 -0.63
N 0.897 0.128 -0.289 -1.6 -5.6 -2.2 -0.13
O 2.108 -0.014 0.387 0.0 -0.1 0.4 -0.58
H 2.776 0.188 -0.281 -0.2 -0.1 0.0 0.48
H 0.608 1.839 0.669 -2.3 -2.7 0.5 0.12
H -0.136 0.228 1.552 -0.1 -0.2 -0.1 0.19
H -1.218 1.282 -1.154 0.0 0.0 -0.1 0.22
H -0.902 -1.749 -0.141 -0.1 1.0 0.2 0.19
H 0.305 -1.826 -1.417 0.1 -0.2 0.1 0.20
H 0.763 -2.154 0.299 0.2 0.2 -0.1 0.20
H -1.806 1.853 0.409 -0.1 -0.2 0.0 0.23
H -2.081 0.168 -0.079 -0.2 0.0 -0.1 0.20
```
Positions in Å, forces in eV/Å.

Results
Energy above the lowest of the compared OMol25 structures with the same formula, charge and spin = 115.4 kcal/mol
E_HOMO = -8.7 eV
Frontier orbital gap = 0.3593 hartree
Net charge = 0


Record 3
The following is a quantum chemistry calculation of C38H34I2O2P2PdS as an isolated structure, from the OMol25 dataset.

Structure (XYZ):
```
80
Properties=species:S:1:pos:R:3:forces:R:3:lowdin_charge:R:1
Pd 0.870 -0.194 -0.155 -0.8 -0.5 0.1 0.07
O -0.773 -2.847 -1.107 0.1 -0.1 -0.1 -0.36
S -0.924 -1.581 -0.408 0.0 0.3 0.2 0.85
C -1.601 -1.900 1.209 0.1 0.0 -0.1 -0.35
C -2.724 -2.707 1.343 -0.1 0.0 -0.1 -0.05
C -3.219 -2.949 2.614 0.0 0.0 0.0 -0.02
C -2.583 -2.409 3.728 0.0 0.0 0.0 -0.02
C -1.411 -1.683 3.583 0.0 0.0 0.0 -0.05
C -0.894 -1.444 2.313 0.1 0.0 0.1 -0.36
P 0.808 -0.863 2.085 -0.1 0.1 0.1 0.98
C 1.087 0.334 3.411 0.0 -0.1 0.0 -0.37
C 2.157 0.236 4.298 0.0 0.0 0.0 -0.07
C 2.311 1.186 5.298 0.0 0.0 0.0 -0.05
C 1.401 2.225 5.426 0.0 0.0 0.0 -0.05
C 0.319 2.310 4.557 0.0 0.0 0.0 -0.05
C 0.162 1.371 3.552 -0.1 0.0 0.0 -0.10
C 1.845 -2.311 2.364 0.0 0.0 0.0 -0.35
C 3.233 -2.155 2.313 0.0 0.0 0.0 -0.17
C 4.063 -3.250 2.481 0.0 0.0 0.0 -0.06
C 3.514 -4.511 2.682 0.0 0.0 0.0 -0.04
C 2.138 -4.673 2.716 0.0 0.0 0.0 -0.05
C 1.299 -3.578 2.560 0.0 0.0 0.0 -0.06
C -2.109 -0.565 -1.293 0.1 0.0 0.0 -0.34
C -3.481 -0.726 -1.177 0.0 0.0 0.0 -0.04
C -4.314 -0.011 -2.025 0.0 0.0 0.0 -0.03
C -3.778 0.837 -2.985 0.0 0.0 0.0 -0.02
C -2.402 0.987 -3.097 0.0 0.0 0.0 -0.05
C -1.555 0.293 -2.242 0.0 0.0 0.0 -0.34
P 0.254 0.406 -2.355 0.1 0.2 0.0 0.98
C 0.688 2.116 -2.720 0.1 -0.1 0.0 -0.40
C -0.094 3.181 -2.279 0.0 0.0 0.0 -0.09
C 0.351 4.482 -2.457 0.0 0.0 0.0 -0.05
C 1.577 4.725 -3.063 0.0 0.0 0.0 -0.05
C 2.363 3.665 -3.493 0.0 0.0 0.0 -0.05
C 1.924 2.361 -3.321 0.0 0.0 0.0 -0.13
C 0.754 -0.600 -3.762 0.0 0.0 0.0 -0.36
C 0.702 -0.078 -5.056 0.0 0.0 0.0 -0.08
C 1.018 -0.888 -6.134 0.0 0.0 0.0 -0.05
C 1.384 -2.212 -5.928 0.0 0.0 0.0 -0.04
C 1.427 -2.735 -4.643 0.0 0.0 0.0 -0.05
C 1.111 -1.932 -3.558 0.0 0.0 0.0 -0.13
H -3.189 -3.155 0.475 0.0 0.0 0.0 0.13
H -4.101 -3.563 2.737 0.0 0.0 0.0 0.13
H -2.979 -2.595 4.718 0.0 0.0 0.0 0.13
H -0.876 -1.331 4.457 0.0 0.0 0.0 0.13
H 2.861 -0.580 4.231 0.0 0.0 0.0 0.10
H 3.142 1.105 5.987 0.0 0.0 0.0 0.12
H 1.523 2.958 6.211 0.0 0.0 0.0 0.12
H -0.407 3.104 4.673 0.0 0.0 0.0 0.11
H -0.698 1.420 2.892 0.1 0.0 0.0 0.09
H 3.670 -1.176 2.153 0.0 0.0 0.0 0.07
H 5.137 -3.121 2.457 0.0 0.0 0.0 0.12
H 4.163 -5.367 2.815 0.0 0.0 0.0 0.12
H 1.710 -5.655 2.868 0.0 0.0 0.0 0.12
H 0.227 -3.721 2.595 0.0 0.0 0.0 0.11
H -3.911 -1.381 -0.435 0.0 0.0 0.0 0.10
H -5.386 -0.124 -1.938 0.0 0.0 0.0 0.13
H -4.433 1.385 -3.649 0.0 0.0 0.0 0.13
H -1.989 1.650 -3.847 0.0 0.0 0.0 0.12
H -1.044 2.994 -1.797 0.0 0.0 0.0 0.09
H -0.263 5.312 -2.130 0.0 0.0 0.0 0.11
H 1.915 5.743 -3.210 0.0 0.0 0.0 0.12
H 3.317 3.852 -3.969 0.0 0.0 0.0 0.12
H 2.539 1.538 -3.666 0.0 0.0 0.0 0.11
H 0.421 0.954 -5.223 0.0 0.0 0.0 0.11
H 0.975 -0.487 -7.138 0.0 0.0 0.0 0.12
H 1.635 -2.839 -6.773 0.0 0.0 0.0 0.12
H 1.702 -3.770 -4.485 0.0 0.0 0.0 0.12
H 1.119 -2.353 -2.561 0.0 0.0 0.0 0.06
I 2.923 1.486 0.179 0.1 0.1 0.0 0.48
I 3.696 -0.771 -1.051 0.4 0.0 -0.2 0.41
C -2.561 3.775 0.842 0.0 0.0 0.0 -0.06
C -2.458 2.269 0.743 0.0 0.0 0.0 -0.28
O -1.100 1.828 0.545 -0.1 0.1 0.0 -0.17
H -3.594 4.074 1.015 0.0 0.0 0.0 0.09
H -2.218 4.257 -0.075 0.0 0.0 0.0 0.07
H -1.966 4.151 1.679 0.0 0.0 0.0 0.08
H -3.030 1.895 -0.108 0.0 0.0 0.0 0.10
H -2.857 1.796 1.645 0.0 0.0 0.0 0.12
H -0.515 2.525 0.862 0.0 0.0 0.0 0.07
```
Positions in Å, forces in eV/Å.

Results
Energy above the lowest of the compared OMol25 structures with the same formula, charge and spin = 6.3 kcal/mol
E_HOMO = -13.8 eV
Frontier orbital gap = 0.2318 hartree
Net charge = +2


Record 4
The following is a quantum chemistry calculation of C3H4N4 as an isolated structure at a distorted geometry, from the OMol25 dataset.

Structure (XYZ):
```
11
Properties=species:S:1:pos:R:3:forces:R:3:nbo_charge:R:1
C 2.261 -0.431 0.225 -4.1 8.1 -3.2 -0.04
C -0.889 1.039 0.152 0.4 4.1 -1.8 0.17
C -1.447 -0.896 -0.135 1.1 -4.0 2.5 0.15
H 3.208 -0.284 0.004 4.8 0.6 -0.4 0.16
H 1.879 -1.380 0.327 -1.1 -1.5 0.8 0.22
H -0.780 2.184 0.000 -0.5 -2.2 0.8 0.22
H -2.044 -1.888 0.004 1.2 2.1 -0.7 0.20
N 1.554 0.792 -0.216 1.4 -7.8 3.6 -0.20
N 0.196 0.318 -0.081 2.1 1.1 0.6 -0.07
N -1.986 0.306 0.115 0.7 -0.4 -0.5 -0.47
N -0.024 -0.974 -0.074 -5.9 0.0 -1.8 -0.34
```
Positions in Å, forces in eV/Å.

Results
Energy above the lowest of the compared OMol25 structures with the same formula, charge and spin = 119.7 kcal/mol
E_HOMO = -9.7 eV
Frontier orbital gap = 0.3304 hartree
Net charge = 0


Record 5
The following is a quantum chemistry calculation of one molecule with the formula C2H2N2O2S at a distorted geometry, from the OMol25 dataset.

Structure (XYZ):
```
9
Properties=species:S:1:pos:R:3:forces:R:3:nbo_charge:R:1
N -0.373 2.502 0.716 -0.1 -0.5 -0.4 -0.23
C -0.319 1.506 0.140 0.5 0.0 0.3 0.22
C -0.167 0.217 -0.525 -0.2 -1.7 1.6 -0.35
S -1.566 -0.948 -0.259 -0.6 -0.3 1.4 0.01
N 1.120 -0.630 0.035 -1.1 0.9 -5.2 0.57
O 1.640 -1.348 -0.812 -0.6 0.4 1.1 -0.37
O 1.442 -0.399 1.118 1.1 0.1 3.5 -0.30
H -0.080 0.263 -1.598 0.2 0.1 -0.2 0.28
H -1.695 -1.164 1.185 0.7 0.9 -2.2 0.18
```
Positions in Å, forces in eV/Å.

Results
Energy above the lowest of the compared OMol25 structures with the same formula, charge and spin = 90.5 kcal/mol
E_HOMO = -10.6 eV
Frontier orbital gap = 0.3794 hartree
Net charge = 0